(1)
The molecule C22H28FNO2. Source: OMol25; level of theory: wB97M-V/def2-TZVPD.

Each line ends with the natural charge from an NBO analysis.
CARTESIAN COORDINATES (ANGSTROEM)
C: -5.8901 -1.0456 0.9082  -0.6381
C: -5.0355 0.2173 0.9718  -0.0620
O: -4.2888 0.4298 -0.2086  -0.4951
C: -3.1706 -0.3105 -0.4474  0.2992
C: -2.5912 -1.2196 0.4317  -0.2606
C: -1.4295 -1.8822 0.0764  -0.1920
C: -0.8204 -1.6645 -1.1506  -0.0710
C: -1.4086 -0.7609 -2.0288  -0.1840
C: -2.5657 -0.0950 -1.6867  -0.2566
H: -3.0220 0.6116 -2.3619  0.2227
H: -0.9490 -0.5697 -2.9879  0.2132
C: 0.4898 -2.3300 -1.4739  -0.2267
N: 1.5323 -1.8352 -0.5808  -0.4687
C: 2.8071 -2.5046 -0.7716  -0.2132
C: 3.7822 -2.0858 0.3267  -0.4155
H: 3.4124 -2.4399 1.2880  0.2303
C: 3.9412 -0.5668 0.3704  -0.3917
H: 4.5424 -0.2850 1.2370  0.2104
H: 4.4737 -0.2406 -0.5279  0.1967
C: 2.5856 0.1545 0.4180  -0.0498
C: 1.7086 -0.3974 -0.7109  -0.2514
H: 0.7227 0.0705 -0.6650  0.2304
H: 2.1638 -0.1478 -1.6851  0.1818
C: 1.8707 -0.0309 1.7728  -0.0665
H: 0.9471 0.5703 1.7534  0.1656
O: 1.5517 -1.3516 2.1110  -0.7547
H: 1.2309 -1.7721 1.2904  0.4940
H: 2.5087 0.3468 2.5794  0.1704
C: 2.8274 1.6685 0.1882  -0.4128
C: 1.5641 2.4752 0.1025  -0.1121
C: 0.9813 3.0487 1.2275  -0.1315
C: -0.2144 3.7405 1.1486  -0.2441
C: -0.8601 3.8828 -0.0677  -0.1961
C: -0.2895 3.3536 -1.2109  -0.2747
C: 0.9074 2.6712 -1.1077  0.3946
F: 1.4587 2.1891 -2.2477  -0.3359
H: -0.7552 3.4615 -2.1777  0.2286
H: -1.7984 4.4116 -0.1307  0.2172
H: -0.6443 4.1689 2.0413  0.2144
H: 1.4796 2.9483 2.1802  0.2055
H: 3.4429 2.0463 1.0071  0.2187
H: 3.3866 1.7859 -0.7427  0.2261
H: 4.7529 -2.5498 0.1404  0.2071
H: 2.6434 -3.5848 -0.7268  0.2024
H: 3.2344 -2.2641 -1.7626  0.1621
H: 0.4111 -3.4108 -1.3172  0.2074
H: 0.7485 -2.1530 -2.5321  0.1747
H: -0.9861 -2.5769 0.7744  0.2148
H: -3.0225 -1.4167 1.4004  0.2108
H: -4.3778 0.2006 1.8496  0.1705
H: -5.6812 1.0973 1.0444  0.1923
H: -6.5584 -0.9945 0.0522  0.2150
H: -6.4824 -1.1339 1.8148  0.2145
H: -5.2676 -1.9309 0.8043  0.2131

Values from the calculation:
HOMO = -8.373 eV
SMILES = CCOc1ccc(CN2CCC[C@@](CO)(Cc3ccccc3F)C2)cc1
HOMO-LUMO gap = 0.338 hartree
Energy relative to the best compared isomer or geometry (same formula, charge and spin) = 1.0 kcal/mol

(2)
A structure of composition C3H8N2O2S. Source: OMol25; level of theory: wB97M-V/def2-TZVPD.

Each line ends with the natural charge from an NBO analysis.
CARTESIAN COORDINATES (ANGSTROEM)
C: -2.1395 1.3411 -0.1884  -0.7476
C: -0.8371 -0.9405 0.7739  -0.1913
C: 1.3950 -0.7553 -0.0012  0.6704
H: -3.1932 1.2786 0.7307  0.2315
H: -2.4311 1.8021 -1.2192  0.2355
H: -1.1631 1.8300 -0.0226  0.2469
H: -1.3626 -0.7442 1.5847  0.1880
H: -0.5795 -1.9665 0.8690  0.2011
H: 0.6558 -2.7260 -0.3175  0.3789
H: 2.4942 0.0013 -1.6119  0.4054
H: 3.0158 1.6377 0.5952  0.4785
N: 1.3066 -1.9297 -0.5517  -0.7944
N: 2.3302 0.1655 -0.5554  -0.3998
O: 0.3913 -0.1103 0.7084  -0.5161
O: 1.9740 1.5873 -0.1348  -0.5424
S: -1.8566 -0.4711 -0.6593  0.1554

Values from the calculation:
HOMO = -8.980 eV
HOMO-LUMO gap = 0.344 hartree
Energy relative to the best compared isomer or geometry (same formula, charge and spin) = 136.7 kcal/mol

(3)
A structure of composition C32H72N10O15S2. Source: OMol25; level of theory: wB97M-V/def2-TZVPD.

Each line ends with the Mulliken charge.
CARTESIAN COORDINATES (ANGSTROEM)
N: -0.5068 -6.1117 4.4889  -0.5020
C: -0.9356 -6.7410 3.4577  -0.2571
C: -0.5526 -6.2180 2.0240  -0.5771
C: -0.9866 -4.7557 1.7243  0.6396
O: -2.3933 -4.4320 1.6471  -0.5271
S: -2.3860 -2.8923 1.0249  1.1079
O: -3.6839 -2.3111 0.6415  -0.4979
O: -1.6732 -1.9183 1.8885  -0.5640
O: -1.3161 -3.1487 -0.2280  -0.4837
C: -0.3714 -4.0779 0.3997  0.3868
C: -0.0192 -5.0516 -0.7847  -1.0935
S: 1.7882 -5.0969 -1.1182  0.9306
O: 2.5764 -4.2838 -0.1578  -0.5781
O: 1.9870 -4.6526 -2.5206  -0.6423
H: 0.0488 -5.3211 4.1485  0.1282
H: -1.5573 -7.6655 3.5219  0.3604
H: -1.0374 -6.8867 1.2638  0.3769
H: 0.5528 -6.2740 1.8728  0.4111
H: -0.5376 -4.1099 2.5178  -0.1709
H: 0.4516 -3.4226 0.7828  0.5005
H: -0.4457 -6.0773 -0.6383  0.3792
H: -0.4985 -4.6584 -1.7168  0.5211
H: 2.1815 -6.4176 -0.9837  0.1613
C: 3.2319 -3.3328 6.4876  -1.3900
C: 2.0980 -3.6269 5.5425  0.9503
O: 1.3515 -4.5876 5.6968  -0.6445
N: 1.9149 -2.7857 4.4906  0.0793
C: 2.6799 -1.6059 4.1361  -0.8806
H: 3.2476 -4.0887 7.2701  0.3211
H: 4.1846 -3.3637 5.9569  0.3713
H: 3.0939 -2.3554 6.9526  0.3417
H: 1.1396 -3.0445 3.9022  -0.0244
H: 2.0047 -0.7471 4.1231  0.3364
H: 3.0912 -1.7476 3.1343  0.2605
H: 3.4898 -1.4174 4.8361  0.2452
C: -1.4084 0.6678 0.4458  -0.8428
C: -1.3588 2.1634 0.6079  0.5746
O: -0.9799 2.6922 1.6459  -0.6904
N: -1.7505 2.9298 -0.4438  0.1001
C: -2.2269 2.5008 -1.7488  -1.0464
H: -1.0673 0.1924 1.3589  0.3628
H: -2.4325 0.3449 0.2509  0.3775
H: -0.7522 0.3590 -0.3695  0.0959
H: -1.6908 3.9192 -0.2606  0.0936
H: -1.5638 2.9159 -2.5104  0.2679
H: -3.2254 2.9005 -1.8989  0.3952
H: -2.2515 1.4174 -1.8396  0.3014
C: -2.8478 5.0118 -5.6483  -1.1980
C: -3.6483 3.8788 -5.0680  0.6212
O: -3.7504 3.7081 -3.8593  -0.6640
N: -4.2671 3.0262 -5.9281  -0.1360
C: -4.2669 3.0543 -7.3766  -0.8499
H: -2.4180 5.5958 -4.8398  0.3236
H: -2.0342 4.6228 -6.2611  0.3403
H: -3.4878 5.6652 -6.2430  0.4171
H: -4.7818 2.2936 -5.4645  0.2363
H: -5.2983 3.1435 -7.7245  0.2887
H: -3.8514 2.1139 -7.7445  0.2767
H: -3.6829 3.8827 -7.7665  0.3297
C: 4.4311 -8.5287 3.3265  -1.5092
C: 3.1502 -7.9005 3.8091  0.8679
O: 2.5297 -7.0865 3.1392  -0.5578
N: 2.6824 -8.2586 5.0304  -0.1035
C: 3.2569 -9.1944 5.9755  -0.9613
H: 4.6688 -8.1392 2.3388  0.2579
H: 5.2516 -8.2817 4.0020  0.3898
H: 4.3174 -9.6116 3.2534  0.4036
H: 1.8206 -7.7916 5.2815  0.2222
H: 2.5299 -9.9859 6.1685  0.2985
H: 3.4589 -8.6667 6.9095  0.2857
H: 4.1779 -9.6347 5.6043  0.3915
C: 4.0392 2.2292 5.0101  -1.3395
C: 4.1125 1.2933 6.1873  0.8205
O: 4.8049 0.2835 6.1731  -0.6642
N: 3.3783 1.5985 7.2890  -0.1573
C: 2.5034 2.7355 7.5016  -0.8302
H: 4.6769 1.8504 4.2142  0.2906
H: 3.0155 2.2870 4.6354  0.3566
H: 4.3921 3.2220 5.2934  0.4238
H: 3.4786 0.9269 8.0343  0.2308
H: 2.8633 3.2958 8.3667  0.2861
H: 1.4979 2.3677 7.7140  0.2907
H: 2.4709 3.3915 6.6367  0.3084
C: 2.9716 1.4735 -4.3176  -1.3787
C: 1.6816 2.0845 -3.8381  0.8748
O: 1.0527 2.8892 -4.5134  -0.6156
N: 1.2201 1.7166 -2.6142  0.0771
C: 1.8125 0.7886 -1.6704  -0.8140
H: 3.2053 1.8650 -5.3054  0.2766
H: 3.7876 1.7326 -3.6409  0.3780
H: 2.8731 0.3890 -4.3896  0.3656
H: 0.3529 2.1659 -2.3614  0.0482
H: 1.1006 -0.0162 -1.4779  0.1232
H: 2.0057 1.3179 -0.7348  0.2767
H: 2.7406 0.3652 -2.0432  0.4053
C: -7.5515 -3.9603 -3.4758  -1.2245
C: -6.0523 -3.9629 -3.3319  0.8239
O: -5.3459 -4.7764 -3.9104  -0.6605
N: -5.4886 -3.0228 -2.5289  -0.0949
C: -6.1419 -1.9804 -1.7620  -0.7650
H: -7.8459 -4.7656 -4.1452  0.2893
H: -8.0249 -4.1256 -2.5065  0.3393
H: -7.8892 -3.0145 -3.9026  0.3421
H: -4.4836 -3.0883 -2.4829  0.1229
H: -5.7571 -1.0135 -2.0931  0.2480
H: -5.8906 -2.1196 -0.7094  0.2347
H: -7.2215 -1.9985 -1.8815  0.3554
C: 1.2382 5.9551 -6.3567  -1.0776
C: 0.2949 7.0823 -6.6875  0.7413
O: -0.8422 7.1300 -6.2399  -0.6298
N: 0.7418 8.0681 -7.5120  -0.1755
C: 2.0412 8.1948 -8.1409  -0.8486
H: 0.7393 5.2515 -5.6925  0.1253
H: 1.5275 5.4248 -7.2658  0.3618
H: 2.1239 6.3402 -5.8484  0.3819
H: 0.0549 8.7853 -7.6860  0.2476
H: 2.4960 9.1334 -7.8172  0.2829
H: 1.9042 8.2253 -9.2238  0.2786
H: 2.6989 7.3695 -7.8846  0.3268
C: 0.0815 6.0765 2.2565  -0.9942
C: 0.1349 7.5720 2.4204  0.6068
O: 0.5140 8.1005 3.4556  -0.6681
N: -0.2566 8.3421 1.3686  -0.1470
C: -0.7340 7.9143 0.0685  -0.5645
H: 0.4219 5.6033 3.1743  0.3091
H: -0.9419 5.7527 2.0617  0.2933
H: 0.7369 5.7624 1.4424  0.3100
H: -0.1937 9.3312 1.5526  0.2254
H: -0.0726 8.3221 -0.6987  0.2723
H: -1.7386 8.3140 -0.0844  0.2762
H: -0.7606 6.8321 -0.0185  0.0853

Values from the calculation:
HOMO = -9.112 eV
HOMO-LUMO gap = 0.338 hartree

(4)
A structure of composition C20H41LuN2OP3. Source: OMol25; level of theory: wB97M-V/def2-TZVPD.

Each line ends with the Mulliken charge.
CARTESIAN COORDINATES (ANGSTROEM)
Lu: -1.1430 -0.3769 1.0005  1.0405
P: -2.8787 -2.1123 0.4908  1.0623
P: 0.9795 -1.5670 0.4893  0.9770
P: -1.1603 0.3410 -1.5134  0.7626
H: -0.6606 2.0475 2.2274  0.3365
C: -1.1337 1.8093 1.2699  -1.0802
C: -2.4885 1.3512 1.2542  -0.6606
H: -3.0357 1.2275 2.1941  0.3912
C: -3.6118 -2.8350 1.9477  -1.4008
C: -2.4783 -3.5433 -0.4977  -1.3199
C: -4.3067 -1.3851 -0.3244  -1.3220
C: 2.4359 -0.5346 0.6142  -1.1782
C: 1.3284 -2.9176 1.6073  -1.4157
C: 1.2004 -2.3862 -1.0907  -1.4248
C: -2.3528 1.6270 -1.8969  -1.5973
C: -1.4610 -0.8569 -2.8017  -1.4483
C: 0.3949 1.1239 -1.9748  -1.5050
H: -0.7541 2.4120 0.4503  0.3135
H: -3.1392 1.5886 0.4180  0.3012
H: -3.9487 -2.0723 2.6593  0.3680
H: -2.9064 -3.5019 2.4558  0.3704
H: -4.4718 -3.4146 1.6028  0.5500
H: -1.7030 -4.1430 -0.0052  0.3518
H: -2.1220 -3.2680 -1.4955  0.3166
H: -3.3934 -4.1385 -0.5890  0.5290
H: -4.7190 -0.5691 0.2819  0.3748
H: -5.0532 -2.1812 -0.4255  0.5215
H: -4.0653 -0.9873 -1.3150  0.2765
H: 3.3066 -1.1793 0.4462  0.4514
H: 2.5110 -0.0706 1.6057  0.4207
H: 2.4251 0.2673 -0.1319  0.1744
H: 2.2871 -3.3342 1.2873  0.5213
H: 0.5562 -3.6948 1.5434  0.3679
H: 1.4087 -2.5942 2.6501  0.4133
H: 2.1753 -2.8800 -1.0291  0.5658
H: 1.2092 -1.6892 -1.9307  0.3777
H: 0.4225 -3.1386 -1.2616  0.3043
H: -2.1796 1.8737 -2.9474  0.5197
H: -2.2106 2.5208 -1.2829  0.4341
H: -3.3816 1.2718 -1.7675  0.3683
H: -1.3064 -0.3298 -3.7483  0.5181
H: -2.4913 -1.2206 -2.7566  0.4359
H: -0.7845 -1.7139 -2.7470  0.2770
H: 0.2504 1.5457 -2.9766  0.5419
H: 1.2215 0.4081 -2.0023  0.4685
H: 0.6543 1.9271 -1.2727  0.3477
C: 4.8975 2.9239 -2.4317  0.8350
C: 5.9168 3.8404 -2.0881  -0.4997
C: 5.5892 5.1744 -1.8655  -0.5085
C: 4.2630 5.6131 -1.9794  -0.4202
C: 3.2622 4.6995 -2.3199  -0.3246
C: 3.5703 3.3568 -2.5464  -0.1886
O: 5.1476 1.6017 -2.6601  -0.3745
H: 6.1008 1.4397 -2.5479  0.3539
H: 6.9437 3.4926 -2.0015  0.3592
H: 6.3760 5.8792 -1.6006  0.4167
H: 4.0160 6.6618 -1.8030  0.4350
H: 2.2287 5.0287 -2.4113  0.4216
H: 2.8030 2.6337 -2.8140  0.4853
N: -1.0692 -2.0453 4.9887  -0.0839
C: -1.2783 -0.7056 5.3045  -0.7910
C: -1.3306 -0.0304 4.1572  -0.2709
N: -1.1474 -0.9409 3.1040  0.1052
C: -1.0039 -2.1401 3.6755  -0.6148
H: -0.9892 -2.8114 5.6785  0.2798
H: -1.3785 -0.3332 6.3116  0.3916
H: -1.4863 1.0239 3.9980  0.4305
H: -0.8574 -3.0689 3.1392  0.5643

Values from the calculation:
HOMO (spin up / spin down) = -14.818 / -16.970 eV
Total charge = +3
HOMO-LUMO gap (spin up / spin down) = 0.117 / 0.325 hartree
Energy relative to the best compared isomer or geometry (same formula, charge and spin) = 54.2 kcal/mol

(5)
A structure of composition C38H53BaN7O3P4. Source: OMol25; level of theory: wB97M-V/def2-TZVPD.

Each line ends with the Mulliken charge.
CARTESIAN COORDINATES (ANGSTROEM)
Ba: -1.1631 -0.0304 -0.7970  2.2227
C: 2.0347 4.4130 0.5979  -0.9042
N: 0.6139 4.4062 0.2212  0.4886
C: 0.0345 5.7333 0.0104  -0.9593
P: -0.1951 3.0911 0.7419  -0.8683
O: 0.2308 1.8072 0.1340  0.7440
O: -1.6978 3.4253 0.1436  -0.5508
P: -2.9089 2.4171 -0.1079  -1.0213
O: -2.7583 1.2599 0.8191  -0.4215
N: -4.3332 3.1696 -0.0220  0.5067
C: -4.5812 4.3402 -0.8664  -0.9911
C: -5.1416 3.0948 1.2020  -0.8632
N: -2.6877 1.9375 -1.7382  0.9292
C: -3.8786 1.4720 -2.4698  -1.2774
C: -1.6263 2.4853 -2.6079  -0.8446
N: -0.2405 2.9910 2.3608  0.7629
C: -0.7250 4.1260 3.1420  -0.9412
C: -0.2638 1.6925 3.0449  -0.5706
H: 2.1956 4.9154 1.5552  0.3135
H: 2.5992 4.9353 -0.1742  0.3805
H: 2.4071 3.3909 0.6667  0.1623
H: 0.1751 6.3766 0.8829  0.3624
H: -1.0263 5.6533 -0.2066  0.1956
H: 0.5298 6.2023 -0.8400  0.3365
H: -3.9524 4.3087 -1.7561  0.2755
H: -4.3716 5.2661 -0.3269  0.2918
H: -5.6246 4.3448 -1.1798  0.3439
H: -4.8807 2.2013 1.7625  0.2592
H: -6.1935 3.0455 0.9226  0.3239
H: -4.9861 3.9747 1.8295  0.3079
H: -4.5026 0.8552 -1.8232  0.3965
H: -3.5608 0.8642 -3.3178  0.3044
H: -4.4747 2.3102 -2.8360  0.2914
H: -0.6901 2.6203 -2.0626  0.3417
H: -1.9309 3.4407 -3.0378  0.2998
H: -1.4172 1.7781 -3.4144  0.3542
H: -0.4075 5.0642 2.6885  0.2343
H: -0.2994 4.0761 4.1429  0.3451
H: -1.8154 4.1239 3.2281  0.2772
H: 0.1561 0.9220 2.4023  -0.2133
H: -1.2800 1.4123 3.3320  0.3227
H: 0.3528 1.7613 3.9413  0.4619
C: 3.5228 -2.8787 -1.1533  -0.9719
N: 2.6050 -2.1388 -0.2674  0.3402
P: 2.7194 -0.4317 -0.1035  0.4258
C: 4.5150 -0.1660 0.0580  0.6792
C: 5.0186 -0.1090 1.3577  -0.5972
C: 6.3782 0.0424 1.5817  -0.5849
C: 7.2463 0.1585 0.5053  -0.5617
C: 6.7528 0.1215 -0.7918  -0.7836
C: 5.3944 -0.0419 -1.0165  -0.2202
C: 2.3585 0.2143 -1.7848  0.6139
C: 2.6455 1.5483 -2.0856  -0.5050
C: 2.2226 2.1187 -3.2756  -0.8410
C: 1.4829 1.3743 -4.1883  -0.7852
C: 1.1788 0.0517 -3.9009  -0.5436
C: 1.6192 -0.5234 -2.7087  -0.6929
P: 1.0163 -2.7358 0.0061  0.3198
C: 1.2445 -4.5368 -0.0055  0.2097
C: 1.9040 -5.1948 1.0317  -0.5423
C: 2.0986 -6.5649 0.9712  -0.7399
C: 1.6373 -7.2867 -0.1230  -0.5126
C: 0.9845 -6.6388 -1.1610  -0.9352
C: 0.7885 -5.2664 -1.1009  0.0284
C: 0.6821 -2.3548 1.7566  0.3776
C: 1.6540 -2.1338 2.7280  -0.0228
C: 1.2806 -1.8357 4.0298  -1.0941
C: -0.0641 -1.7519 4.3724  -0.7380
C: -1.0397 -1.9681 3.4101  -0.6749
C: -0.6661 -2.2616 2.1050  -1.0965
H: 3.9715 -2.2055 -1.8825  0.3852
H: 3.0000 -3.6617 -1.7019  0.4162
H: 4.3210 -3.3436 -0.5744  0.2106
H: 4.3390 -0.1751 2.2004  0.3412
H: 6.7595 0.0795 2.5935  0.4412
H: 8.3070 0.2831 0.6767  0.4094
H: 7.4289 0.2154 -1.6313  0.4296
H: 5.0234 -0.0752 -2.0336  0.3110
H: 3.2254 2.1411 -1.3871  0.6006
H: 2.4817 3.1456 -3.5007  0.4550
H: 1.1704 1.8167 -5.1255  0.4758
H: 0.6336 -0.5509 -4.6180  0.5630
H: 1.3951 -1.5682 -2.5217  0.1500
H: 2.2586 -4.6357 1.8890  0.3651
H: 2.6092 -7.0730 1.7784  0.4424
H: 1.7911 -8.3566 -0.1656  0.4033
H: 0.6360 -7.2003 -2.0177  0.4436
H: 0.3049 -4.7542 -1.9258  0.5315
H: 2.7014 -2.2061 2.4616  0.7339
H: 2.0408 -1.6760 4.7837  0.4493
H: -0.3483 -1.5277 5.3922  0.4439
H: -2.0884 -1.9176 3.6731  0.4757
H: -1.4343 -2.4464 1.3559  0.6532
N: -2.3180 -3.5526 -1.7590  -0.3631
C: -3.4492 -3.1209 -1.0982  0.5064
C: -4.5785 -3.9461 -1.0103  -0.7933
C: -5.6824 -3.4915 -0.3307  -0.5029
C: -5.6554 -2.2244 0.2526  -0.9518
C: -4.5193 -1.4694 0.0946  -0.9093
N: -3.4340 -1.8857 -0.5860  0.3949
H: -2.2778 -4.5435 -1.9386  0.3169
H: -1.4411 -3.1946 -1.4047  0.0067
H: -4.5619 -4.9303 -1.4590  0.4287
H: -6.5593 -4.1186 -0.2411  0.4296
H: -6.4987 -1.8394 0.8067  0.4857
H: -4.4474 -0.4753 0.5207  0.8597

Values from the calculation:
HOMO = -12.527 eV
Total charge = +2
HOMO-LUMO gap = 0.307 hartree
Energy relative to the best compared isomer or geometry (same formula, charge and spin) = 19.9 kcal/mol

no.,energy (hartree),maximum force (eV/A)
1,-1160.222034,0.56
2,-777.061455,7.14
3,-3735.021942,4.94
4,-3230.023146,2.63
5,-3479.609445,2.48